<i>
# C54H114N6O6

A cluster of 6 separate species, C54H114N6O6 in total (ωB97M-V/def2-TZVPD, the Open Molecules 2025 dataset).

XYZ file:
```
180
Properties=species:S:1:pos:R:3:mulliken_charge:R:1
C -4.6775 -17.8441 34.6633 -1.464
C -5.3519 -18.9776 33.8030 1.562
C -6.8288 -18.4922 33.3948 -1.484
C -7.4436 -19.4321 32.3132 -0.961
C -6.4886 -19.3121 31.0720 -1.202
C -5.0274 -19.8448 31.3732 1.585
N -4.5455 -19.1776 32.5980 0.936
O -3.1653 -19.4992 32.9052 -0.434
C -5.0749 -21.3942 31.4413 -1.181
C -4.2863 -19.3103 30.0362 -1.571
C -5.4917 -20.2541 34.6858 -2.146
H -3.6602 -18.0052 35.0202 0.551
H -5.1479 -17.7196 35.6386 0.202
H -4.7084 -16.8425 34.2344 0.224
H -7.5952 -18.5141 34.1695 0.202
H -6.5092 -17.4608 33.2457 0.683
H -8.4507 -19.1162 32.0410 0.585
H -7.5103 -20.4654 32.6536 0.258
H -6.5104 -18.2780 30.7278 0.346
H -7.0138 -20.0045 30.4141 0.391
H -4.9666 -21.6992 32.4822 -0.059
H -5.9224 -21.8339 30.9155 0.293
H -4.1802 -21.8622 31.0307 0.465
H -3.2057 -19.4287 30.1167 0.368
H -4.5967 -19.6900 29.0628 0.222
H -4.3981 -18.2504 29.8074 0.119
H -5.7676 -21.1835 34.1876 0.454
H -6.4265 -20.1888 35.2425 0.369
H -4.4918 -20.5194 35.0293 0.287
H -3.2169 -20.4535 32.9959 0.319
C -4.2167 -18.6684 38.3272 -1.271
C -5.5930 -18.7562 38.9961 1.387
C -5.7115 -20.2997 39.3828 -0.086
C -6.8727 -20.5036 40.3668 -0.984
C -6.8280 -19.6953 41.6276 -1.141
C -6.5559 -18.1613 41.3676 1.101
N -5.5152 -17.9645 40.2676 0.769
O -5.1038 -16.6845 40.0902 -0.510
C -7.9070 -17.3981 41.2897 -1.650
C -5.7630 -17.5490 42.5806 -1.948
C -6.7183 -18.4350 37.9806 -1.630
H -3.8433 -17.7290 37.9194 0.402
H -4.2283 -19.3843 37.5053 -0.108
H -3.4909 -19.0334 39.0539 0.501
H -5.9589 -20.9342 38.5317 0.119
H -4.8284 -20.6770 39.8983 -0.201
H -6.9332 -21.5739 40.5644 0.444
H -7.7898 -20.2600 39.8303 0.356
H -5.9114 -19.8872 42.1853 0.402
H -7.6108 -19.9272 42.3498 0.390
H -8.2951 -17.4774 42.3052 0.472
H -7.9115 -16.3323 41.0611 0.363
H -8.6277 -17.9711 40.7063 0.326
H -4.8308 -18.0969 42.7184 0.435
H -5.4820 -16.5059 42.4356 0.428
H -6.3733 -17.6507 43.4779 0.417
H -7.6464 -18.7256 38.4728 0.566
H -6.8047 -19.0734 37.1013 -0.103
H -6.7753 -17.3498 37.8965 0.450
H -4.2282 -16.7579 40.4769 0.345
C 0.7878 -22.3414 28.3432 -1.833
C 0.0601 -22.5780 27.0024 1.407
C 0.3261 -24.0718 26.5911 -1.136
C -0.7429 -24.5017 25.5634 -0.642
C -2.0828 -24.3129 26.0082 -1.208
C -2.5179 -22.9037 26.4041 1.517
N -1.4613 -22.3344 27.2790 0.140
O -1.7140 -20.9348 27.7545 -0.294
C -2.6528 -22.0621 25.0474 -1.808
C -3.8214 -22.9702 27.2980 -1.488
C 0.5768 -21.5575 25.9406 -1.611
H 1.8618 -22.2942 28.1634 0.391
H 0.7336 -23.1675 29.0522 0.431
H 0.4555 -21.5216 28.9801 0.345
H 1.3129 -24.1559 26.1359 0.386
H 0.3937 -24.6794 27.4936 0.393
H -0.6198 -25.5058 25.1573 0.403
H -0.6596 -24.0140 24.5922 0.344
H -2.1833 -24.8227 26.9664 0.344
H -2.6742 -24.7632 25.2110 0.360
H -2.7389 -20.9845 25.1865 0.416
H -1.9954 -22.1962 24.1884 0.306
H -3.6575 -22.2879 24.6900 0.538
H -4.6079 -23.0808 26.5514 0.447
H -3.7921 -23.8020 28.0017 0.365
H -3.9574 -22.0638 27.8881 0.138
H 0.2607 -21.9271 24.9652 0.368
H 1.6602 -21.5170 25.8279 0.444
H 0.2984 -20.5136 26.0853 0.262
H -1.6914 -21.0853 28.7023 0.283
C -3.0410 -23.3034 35.8182 -1.155
C -2.0297 -23.4818 36.9982 1.765
C -1.9047 -22.1862 37.7638 -0.642
C -1.7167 -22.2828 39.2609 -0.896
C -2.7495 -23.0635 40.0044 -0.758
C -3.4608 -24.1342 39.0820 1.380
N -2.5637 -24.5188 37.9129 0.353
O -2.7095 -25.6891 37.1889 -0.368
C -3.5110 -25.4539 39.9901 -1.772
C -4.8290 -23.5506 38.5470 -1.140
C -0.6904 -23.8230 36.4172 -1.926
H -3.6413 -24.1614 35.5156 0.383
H -2.5236 -23.0368 34.8966 0.429
H -3.8431 -22.5898 36.0062 -0.089
H -1.0358 -21.6390 37.3982 0.611
H -2.8295 -21.6288 37.6157 -0.404
H -1.7774 -21.2914 39.7098 0.425
H -0.6758 -22.5905 39.3604 0.391
H -3.4031 -22.2898 40.4072 0.203
H -2.3336 -23.5198 40.9026 0.374
H -2.5482 -25.8756 40.2788 0.469
H -3.9448 -25.2804 40.9749 0.439
H -4.0519 -26.2424 39.4668 0.411
H -4.6676 -22.6250 37.9944 -0.030
H -5.3206 -24.2926 37.9178 0.443
H -5.4854 -23.2215 39.3525 0.360
H -0.7850 -24.5520 35.6124 0.441
H -0.1602 -24.3364 37.2193 0.417
H -0.1714 -23.0110 35.9077 0.451
H -3.2214 -25.2192 36.5265 0.470
C -9.4938 -20.0630 26.6487 -1.856
C -8.6459 -18.7661 26.2650 1.979
C -7.6651 -18.4326 27.3360 -1.464
C -6.4790 -17.5439 26.8416 -0.644
C -5.7306 -18.1516 25.5367 -0.771
C -6.7489 -18.4950 24.4081 1.296
N -8.0019 -19.0912 24.9372 0.199
O -8.8622 -19.3376 23.9551 -0.464
C -6.9892 -17.0653 23.6968 -1.716
C -6.1430 -19.4505 23.3508 -1.806
C -9.6733 -17.6297 26.0456 -1.612
H -9.5485 -20.2706 27.7174 0.370
H -9.0357 -21.0018 26.3376 0.481
H -10.4733 -20.1852 26.1863 0.346
H -8.3458 -17.9796 28.0568 0.541
H -7.1704 -19.2640 27.8381 0.229
H -5.7933 -17.2971 27.6521 0.186
H -6.8327 -16.5441 26.5897 0.395
H -5.1570 -19.0501 25.7644 -0.030
H -4.9559 -17.4407 25.2494 0.489
H -7.8358 -17.0578 23.0102 0.387
H -7.2770 -16.3363 24.4543 0.385
H -6.1100 -16.6414 23.2117 0.446
H -6.8614 -19.8803 22.6527 0.401
H -5.5344 -18.8745 22.6536 0.413
H -5.7254 -20.3174 23.8628 0.342
H -10.1259 -17.5368 25.0584 0.272
H -9.1520 -16.7567 26.4382 0.390
H -10.4021 -17.7555 26.8464 0.512
H -9.2522 -18.5091 23.6667 0.314
C -4.7355 -12.5285 29.3394 -1.917
C -3.4374 -12.4867 30.1569 1.342
C -3.8034 -11.5658 31.4172 -1.204
C -2.8249 -11.7469 32.6055 -0.832
C -2.8225 -13.2319 32.9755 -1.045
C -2.6509 -14.2686 31.7734 1.840
N -3.3770 -13.9244 30.5980 0.727
O -3.0527 -14.7812 29.4653 -0.463
C -1.1200 -14.3901 31.5964 -1.799
C -2.9895 -15.7044 32.2332 -2.567
C -2.1654 -11.9111 29.4429 -1.702
H -4.8349 -13.1054 28.4199 0.430
H -5.0672 -11.4919 29.2814 0.423
H -5.5520 -13.0132 29.8747 0.408
H -3.7356 -10.5388 31.0585 0.524
H -4.7839 -11.7780 31.8433 0.373
H -3.1929 -11.1330 33.4275 0.382
H -1.8940 -11.2415 32.3485 0.409
H -3.7284 -13.5999 33.4573 0.425
H -1.9667 -13.3761 33.6350 0.310
H -0.8862 -14.7916 30.6104 0.420
H -0.8135 -13.3582 31.4251 0.484
H -0.5307 -14.9851 32.2942 0.359
H -2.6203 -15.8682 33.2456 0.417
H -4.0649 -15.7536 32.0621 0.546
H -2.5618 -16.4147 31.5256 0.353
H -1.3534 -11.6773 30.1314 0.349
H -2.4708 -11.0001 28.9283 0.456
H -1.8538 -12.6228 28.6784 0.327
H -3.8982 -15.1614 29.2159 0.214
```

Calculated values
HOMO-LUMO gap (alpha / beta)	6.56 / 2.31	eV
2S+1	2
total charge	+1
HOMO level (alpha / beta)	-8.996 / -8.996	eV
expectation value of S²	0.755

=====

<ii>
# C54H114N6O6

A cluster of 6 separate species, C54H114N6O6 in total (ωB97M-V/def2-TZVPD, the Open Molecules 2025 dataset).

XYZ file:
```
180
Properties=species:S:1:pos:R:3:mulliken_charge:R:1
C -1.3071 -1.9333 3.1847 -1.416
C -2.1513 -2.6765 4.2382 1.748
C -1.6871 -2.2996 5.7069 -1.557
C -2.2443 -0.9371 6.2028 -0.266
C -3.7731 -1.0680 6.0863 -1.538
C -4.3337 -1.3666 4.6736 1.937
N -3.5618 -2.4734 4.0815 -0.260
O -4.0047 -2.8018 2.8383 0.025
C -5.7829 -1.8849 4.9379 -1.905
C -4.3355 -0.1362 3.7868 -1.364
C -1.7767 -4.1839 4.0983 -2.012
H -1.7282 -0.9373 3.0470 0.249
H -1.5702 -2.5430 2.3203 0.212
H -0.2233 -1.8402 3.2545 0.409
H -2.0125 -3.1373 6.3236 0.454
H -0.6147 -2.4855 5.7658 0.506
H -1.8377 -0.1246 5.6007 -0.080
H -1.9276 -0.6199 7.1964 0.454
H -4.1623 -0.1816 6.5873 0.530
H -4.0005 -1.7498 6.9058 0.345
H -5.8467 -2.7595 5.5853 0.444
H -6.3969 -1.0584 5.2957 0.414
H -6.3277 -2.3191 4.0996 0.353
H -3.4043 0.4214 3.6865 0.183
H -4.6331 -0.4733 2.7939 0.061
H -5.0596 0.5494 4.2269 0.551
H -1.8684 -4.5618 3.0801 0.327
H -2.4130 -4.7493 4.7792 0.543
H -0.7259 -4.3990 4.2926 0.379
H -4.3478 -3.6935 2.9320 0.318
C -4.9456 -4.9137 -2.3494 -1.868
C -4.5211 -3.4166 -2.1362 1.997
C -4.1918 -2.9025 -3.5454 -1.569
C -4.1939 -1.3579 -3.5725 0.453
C -5.4427 -0.7900 -2.9307 -1.768
C -5.7932 -1.2006 -1.4610 2.255
N -5.6863 -2.6528 -1.5084 0.052
O -5.9567 -3.1679 -0.2325 -0.485
C -4.8339 -0.4500 -0.5653 -1.666
C -7.2323 -0.5454 -1.1755 -1.998
C -3.1911 -3.3337 -1.3473 -1.696
H -5.9497 -5.0009 -2.7644 0.459
H -4.9432 -5.5864 -1.4918 0.368
H -4.3352 -5.3726 -3.1272 0.300
H -3.3788 -3.4851 -3.9785 0.600
H -5.0166 -3.0839 -4.2345 0.352
H -4.0175 -0.9902 -4.5834 0.567
H -3.2726 -1.0774 -3.0618 -0.712
H -6.2277 -0.8800 -3.6816 0.369
H -5.4100 0.2995 -2.9334 0.593
H -5.0777 0.6111 -0.6189 0.675
H -4.9577 -0.7837 0.4650 0.234
H -3.7752 -0.6353 -0.7465 -0.173
H -7.4438 -0.3150 -0.1313 0.353
H -7.4390 0.4149 -1.6479 0.391
H -7.9945 -1.2552 -1.4970 0.476
H -3.3064 -3.6647 -0.3152 0.501
H -2.7946 -2.3196 -1.2994 0.140
H -2.4884 -3.9883 -1.8629 0.459
H -5.2006 -2.8054 0.2350 0.297
C 2.1377 7.2683 4.7191 -1.680
C 1.4205 5.9042 5.0480 0.921
C 0.3759 5.7961 3.8576 -0.855
C -0.2142 4.3605 3.5805 -0.255
C 0.4091 3.4038 4.5187 -1.900
C 1.9705 3.4548 4.6378 1.836
N 2.3208 4.8527 4.7933 1.052
O 3.5808 4.9580 5.4131 -0.586
C 2.2686 2.5319 5.8804 -1.901
C 2.6247 2.9616 3.3818 -1.903
C 0.6718 6.0527 6.4207 -1.540
H 2.8605 7.4306 5.5188 0.474
H 1.3304 7.9996 4.6806 0.440
H 2.8212 7.3510 3.8740 0.139
H -0.3383 6.5540 4.1796 0.618
H 0.8093 6.1307 2.9151 0.043
H 0.0834 4.0218 2.5882 -0.326
H -1.2958 4.4221 3.4603 0.515
H 0.0968 2.4353 4.1279 0.959
H -0.1346 3.4033 5.4634 0.404
H 1.7313 1.5845 5.8356 0.377
H 3.2906 2.1742 6.0056 0.359
H 2.0068 3.0033 6.8277 0.388
H 2.2590 1.9615 3.1492 0.356
H 2.4254 3.4766 2.4420 -0.027
H 3.7078 2.8755 3.2941 0.626
H 0.5356 5.0726 6.8779 0.336
H -0.2121 6.6903 6.4338 0.322
H 1.3029 6.5046 7.1860 0.440
H 4.0246 5.3211 4.6432 0.353
C -0.7042 -8.1320 -5.0381 -1.777
C 0.7295 -7.8522 -5.7251 1.561
C 0.3633 -7.4557 -7.0724 -1.342
C -0.1152 -5.9581 -7.2310 -0.776
C 0.8771 -4.9989 -6.5716 -0.968
C 1.4063 -5.4713 -5.1634 1.339
N 1.6209 -6.9346 -5.0203 0.469
O 1.8480 -7.2809 -3.7252 -0.514
C 2.8742 -4.8440 -5.0054 -1.942
C 0.3864 -4.8613 -4.1010 -1.425
C 1.5291 -9.1939 -5.8939 -1.746
H -0.5808 -8.3411 -3.9755 0.425
H -1.1619 -9.0081 -5.4974 0.444
H -1.3914 -7.3019 -4.8743 0.295
H 1.2030 -7.5152 -7.7649 0.426
H -0.5063 -7.9523 -7.5029 0.351
H -1.1555 -5.9541 -6.9058 0.329
H -0.0373 -5.8778 -8.3152 0.386
H 0.3554 -4.0632 -6.3707 0.385
H 1.6722 -5.0274 -7.3167 0.406
H 3.4633 -5.3985 -5.7358 0.538
H 3.0384 -3.8195 -5.3394 0.310
H 3.2581 -5.1126 -4.0212 0.418
H 0.0674 -3.8241 -4.2040 0.331
H -0.5361 -5.4417 -4.1185 0.177
H 0.8379 -4.9641 -3.1143 0.390
H 0.9486 -10.0914 -6.1073 0.396
H 1.9992 -9.5785 -4.9888 0.405
H 2.3629 -9.2231 -6.5954 0.356
H 2.7941 -7.4313 -3.6640 0.367
C 2.2649 1.3271 -2.8931 -1.385
C 1.8700 0.0187 -2.2055 2.085
C 2.7659 -0.1278 -0.9507 -2.289
C 2.4113 0.7383 0.2566 1.975
C 0.8733 0.4494 0.6407 -1.045
C -0.0708 0.7699 -0.6019 1.737
N 0.4086 -0.0090 -1.7792 0.655
O -0.4132 0.0638 -2.9169 -0.458
C -1.3181 0.2180 -0.1759 -2.644
C -0.0593 2.3655 -0.8190 -1.673
C 2.1461 -1.2800 -3.0645 -2.542
H 3.2454 1.2958 -3.3681 0.448
H 2.2476 2.0781 -2.1033 0.417
H 1.5213 1.7089 -3.5926 0.318
H 2.8728 -1.1785 -0.6810 0.511
H 3.7957 0.1078 -1.2194 0.582
H 2.5011 1.8006 0.0297 -1.978
H 3.1087 0.4883 1.0562 0.817
H 0.6026 1.0520 1.5077 0.173
H 0.9328 -0.5478 1.0768 0.439
H -1.2617 -0.7567 0.3088 0.295
H -1.8393 0.9267 0.4676 0.493
H -2.0368 0.2225 -0.9954 0.638
H -0.6965 3.0455 -0.2537 0.452
H 0.9251 2.8301 -0.7626 0.227
H -0.5995 2.5521 -1.7472 0.439
H 3.1466 -1.2036 -3.4903 0.536
H 1.5643 -1.3561 -3.9831 0.501
H 2.1512 -2.2473 -2.5623 0.466
H -0.6847 -0.8477 -3.0477 0.271
C 5.4824 4.3162 -2.3627 -1.380
C 5.3239 4.5309 -0.8497 1.464
C 6.4160 5.4585 -0.3053 -1.267
C 6.1439 6.9618 -0.4276 -0.800
C 4.8371 7.3658 0.2659 -1.211
C 3.6109 6.5091 -0.1927 1.527
N 4.0052 5.1127 -0.4023 0.848
O 2.9295 4.2711 -0.8473 -0.190
C 2.5540 6.4388 0.9340 -2.351
C 3.1233 7.1145 -1.5331 -1.488
C 5.5397 3.1910 -0.2325 -2.011
H 6.3790 3.7608 -2.6383 0.468
H 5.4598 5.1902 -3.0136 0.351
H 4.7906 3.5330 -2.6727 0.159
H 6.4199 5.3782 0.7818 0.402
H 7.3776 5.1474 -0.7135 0.502
H 5.9938 7.0414 -1.5043 0.323
H 7.0470 7.4528 -0.0652 0.484
H 4.6275 8.4352 0.2425 0.588
H 4.7947 7.3152 1.3539 0.341
H 2.9998 6.0390 1.8448 0.426
H 2.2639 7.4763 1.0996 0.635
H 1.7016 5.7833 0.7556 0.400
H 2.1102 6.7805 -1.7573 0.449
H 3.1769 8.2029 -1.5097 0.378
H 3.6198 6.6907 -2.4059 0.317
H 4.8081 2.4900 -0.6344 0.402
H 5.4021 3.1313 0.8472 0.314
H 6.5184 2.7368 -0.3876 0.510
H 2.9265 3.6640 -0.1036 -0.045
```

Calculated values
HOMO-LUMO gap (alpha / beta)	7.39 / 2.89	eV
2S+1	2
total charge	+1
HOMO level (alpha / beta)	-9.538 / -9.538	eV
expectation value of S²	0.755

=====

The structure with the least stability is <i>.

=====

<i>
# C2H3O2P

A cluster of 2 separate species, C2H3O2P in total (ωB97M-V/def2-TZVPD, the Open Molecules 2025 dataset).

XYZ file:
```
8
Properties=species:S:1:pos:R:3:mulliken_charge:R:1
C -1.9539 -0.1731 -0.3952 -0.953
C -0.8621 0.4695 -0.1801 0.855
O 0.1256 1.0480 0.0438 -0.408
H -2.9040 0.3201 -0.3514 0.257
H -1.9392 -1.2125 -0.6574 0.255
O 2.3600 -1.1828 -0.0560 -0.423
P 2.6826 0.2328 0.0838 0.392
H 2.4908 0.4979 1.5125 0.025
```

Calculated values
HOMO-LUMO gap	8.87	eV
SMILES string	C=C=O.O=P
HOMO level	-9.348	eV

=====

<ii>
# C2H3O2P

The molecule C2H3O2P (ωB97M-V/def2-TZVPD, the Open Molecules 2025 dataset).

XYZ file:
```
8
Properties=species:S:1:pos:R:3:mulliken_charge:R:1
C 1.2291 1.3590 -0.0385 -0.034
C -0.9521 -0.6628 0.0266 -0.013
O -1.1251 0.4961 0.5578 -0.579
O 0.4398 -1.1541 0.0777 -0.228
P 1.6933 -0.1943 -0.0815 0.030
H 1.4011 2.4020 -0.1161 0.413
H -1.4283 -1.4776 0.6107 0.181
H -1.2577 -0.7682 -1.0367 0.230
```

Calculated values
HOMO-LUMO gap (alpha / beta)	6.84 / 6.83	eV
HOMO level (alpha / beta)	-9.168 / -9.162	eV

=====

The structure with the least stability is <ii>.